1.
The following is a quantum chemistry calculation of a structure of composition C22H47As3ClN6O6Sc at a distorted geometry, from the Open Molecules 2025 dataset.

Each line ends with the Mulliken charge.
Cartesian coordinates (Å):
Sc -0.040 -0.210 -0.128  -0.4080
C 3.311 -0.932 -2.491  -1.5231
As 1.520 -1.530 -2.052  1.3688
C 1.960 -3.338 -1.482  -1.4274
C 0.710 -1.992 -3.768  -1.8868
C 0.200 -0.883 -4.711  2.8283
C 1.308 0.132 -4.979  -1.4126
C -1.059 -0.216 -4.141  -1.0043
As -0.963 0.880 -2.529  1.1778
C -2.816 1.454 -2.480  -1.4099
C -0.138 2.538 -3.110  -1.3975
C -0.201 -1.612 -6.015  -2.1104
As -0.760 -0.788 -7.748  0.3396
C -1.483 0.995 -7.347  -1.0124
C 0.991 -0.199 -8.408  -1.1053
H 3.663 -1.495 -3.356  0.4518
H 3.954 -1.139 -1.635  0.5120
H 3.345 0.134 -2.701  0.4044
H 2.635 -3.781 -2.215  0.4537
H 1.060 -3.946 -1.413  0.3572
H 2.456 -3.310 -0.512  0.3996
H -0.112 -2.673 -3.521  0.4321
H 1.468 -2.588 -4.284  0.6386
H 1.640 0.632 -4.066  -0.2649
H 0.977 0.906 -5.666  0.1635
H 2.179 -0.353 -5.422  0.4493
H -1.808 -0.984 -3.920  0.5144
H -1.499 0.444 -4.889  0.0474
H -2.997 2.089 -3.347  0.4669
H -3.001 2.008 -1.562  0.4138
H -3.488 0.598 -2.524  0.4007
H -0.362 2.691 -4.165  0.3430
H 0.938 2.532 -2.955  0.3699
H -0.574 3.345 -2.521  0.4948
H -0.997 -2.323 -5.778  0.4787
H 0.646 -2.225 -6.341  0.5899
H -2.465 0.925 -6.882  0.3099
H -1.616 1.478 -8.316  0.4004
H -0.824 1.620 -6.746  0.2041
H 1.687 -1.037 -8.380  0.3259
H 1.405 0.635 -7.845  0.3041
H 0.875 0.104 -9.448  0.3903
O 1.929 1.340 2.115  -0.6110
Cl 2.295 0.669 0.911  1.9328
O 3.673 0.693 0.648  -0.5581
O 1.505 1.243 -0.225  -0.4727
O 1.767 -0.732 0.952  -0.5145
N -0.615 -0.471 2.356  -0.2314
C -1.958 0.080 2.583  0.5319
C -2.242 0.565 4.009  -1.1026
C -1.231 1.555 4.591  -0.4992
C -1.145 2.896 3.864  -1.0344
N -2.440 3.559 3.696  0.0756
C -3.134 4.122 4.676  0.8530
N -2.545 4.462 5.826  -0.3393
N -4.434 4.365 4.508  -0.3813
C -2.228 1.135 1.510  0.1717
O -3.133 1.944 1.617  -0.9221
O -1.439 1.054 0.483  -0.0571
H -0.490 -1.348 2.856  0.2728
H 0.090 0.165 2.731  0.1453
H -2.672 -0.721 2.355  0.2625
H -2.273 -0.310 4.662  0.4417
H -3.246 0.990 4.027  0.4462
H -0.227 1.121 4.597  0.4558
H -1.478 1.718 5.642  0.4054
H -0.744 2.775 2.857  0.1779
H -0.451 3.572 4.367  0.3440
H -2.973 3.237 2.884  0.2367
H -1.543 4.455 5.901  0.1908
H -3.052 4.958 6.539  0.2165
H -4.915 4.020 3.694  0.1950
H -4.964 4.890 5.181  0.1992
N -3.549 -5.532 -0.361  -0.4300
C -2.807 -4.416 -0.314  0.9034
C -1.586 -4.375 0.390  -0.9466
C -0.860 -3.217 0.402  -0.9833
N -1.238 -2.083 -0.222  0.8192
C -2.414 -2.121 -0.881  -0.9197
C -3.212 -3.230 -0.957  -0.9251
H -3.247 -6.379 0.088  0.2048
H -4.417 -5.561 -0.868  0.2060
H -1.217 -5.247 0.912  0.4001
H 0.086 -3.180 0.932  0.6904
H -2.728 -1.201 -1.361  0.6696
H -4.143 -3.187 -1.504  0.4119

Computed properties:
LUMO level = -4.550 eV
energy relative to the best compared isomer or geometry (same formula, charge and spin) = 1.261 eV
DFT total energy = -260527.16335 eV
M = 796.829 g mol⁻¹
max |F| = 1.1 eV/A
E_HOMO = -12.0584 eV
total charge = +2
orbital gap = 7.51 eV

=====

2.
The following is a quantum chemistry calculation of a cluster of 3 separate species, C22H47N3O4Si in total at a distorted geometry, from the Open Molecules 2025 dataset.

Each line ends with the Mulliken charge.
Cartesian coordinates (Å):
C 8.349 -1.072 4.581  -0.7905
C 8.288 0.347 4.091  0.5965
O 8.891 0.734 3.104  -0.5499
O 7.596 1.234 4.867  -0.3799
C 6.234 0.890 5.178  -0.6718
Si 5.141 0.436 3.684  0.3418
C 3.578 -0.488 4.167  -0.0450
N 2.588 0.387 4.824  -0.6492
H 9.145 -1.163 5.300  0.2890
H 7.411 -1.367 5.025  0.2890
H 8.538 -1.697 3.728  0.2902
H 5.815 1.792 5.598  0.3875
H 6.197 0.150 5.972  0.4335
H 5.883 -0.350 2.675  -0.0977
H 4.729 1.708 3.051  -0.1693
H 3.776 -1.392 4.740  0.3607
H 3.134 -0.827 3.239  -0.0687
H 2.859 0.572 5.775  0.2092
H 1.703 -0.087 4.843  0.2295
C 0.247 -3.649 -1.630  -1.8257
C 0.712 -2.894 -0.372  2.0528
C -0.300 -1.810 -0.013  -1.5288
C -0.306 -0.655 -1.013  0.4480
C 1.096 -0.072 -1.183  -1.5647
C 2.189 -1.107 -1.464  1.8524
N 2.063 -2.288 -0.557  0.3455
O 2.618 -2.055 0.580  -0.5151
C 2.152 -1.551 -2.938  -1.7928
C 3.551 -0.457 -1.255  -1.7883
C 0.784 -3.937 0.737  -1.8828
H -0.603 -4.284 -1.378  0.4747
H -0.090 -3.002 -2.434  0.2850
H 1.040 -4.292 -2.014  0.3639
H -0.070 -1.415 0.982  0.3179
H -1.295 -2.256 0.052  0.3865
H -0.707 -0.978 -1.976  0.1929
H -0.980 0.126 -0.662  -0.1172
H 1.092 0.660 -1.993  0.4318
H 1.354 0.478 -0.273  0.3066
H 2.862 -2.361 -3.109  0.3770
H 2.438 -0.719 -3.581  0.4703
H 1.173 -1.878 -3.278  0.2896
H 3.643 -0.001 -0.272  0.2869
H 3.689 0.327 -1.997  0.4287
H 4.357 -1.183 -1.370  0.4440
H 1.518 -4.707 0.499  0.4539
H -0.189 -4.415 0.843  0.4234
H 1.046 -3.501 1.698  0.3488
C -6.283 0.660 -0.708  -1.8825
C -4.868 1.268 -0.733  1.9022
C -4.922 2.733 -0.310  -1.3316
C -5.597 3.621 -1.353  -0.4811
C -4.933 3.463 -2.722  -1.2350
C -4.764 2.012 -3.183  1.6880
N -4.240 1.151 -2.081  0.4370
O -2.959 1.242 -1.996  -0.5212
C -6.094 1.454 -3.721  -1.6541
C -3.790 1.977 -4.354  -1.9697
C -4.050 0.462 0.268  -1.9632
H -6.602 0.529 0.326  0.4806
H -7.040 1.281 -1.178  0.3235
H -6.294 -0.319 -1.187  0.3701
H -3.905 3.098 -0.138  0.3543
H -5.446 2.809 0.645  0.3795
H -6.665 3.399 -1.419  0.3172
H -5.526 4.664 -1.040  0.3920
H -5.509 4.002 -3.476  0.3674
H -3.948 3.939 -2.684  0.4050
H -5.995 0.393 -3.952  0.3823
H -6.365 1.969 -4.642  0.4601
H -6.934 1.577 -3.043  0.2758
H -2.844 2.458 -4.116  0.3700
H -4.228 2.507 -5.198  0.4294
H -3.582 0.952 -4.663  0.4462
H -3.988 -0.585 -0.036  0.4797
H -4.532 0.505 1.243  0.4883
H -3.039 0.845 0.381  0.3199

Computed properties:
LUMO level (spin up / spin down) = 0.678 / 0.261 eV
energy relative to the best compared isomer or geometry (same formula, charge and spin) = 1.175 eV
DFT total energy = -44110.44603 eV
spin multiplicity = 3
M = 445.721 g mol⁻¹
max |F| = 2.0 eV/A
E_HOMO (spin up / spin down) = -8.2309 / -9.2664 eV
expectation value of S² = 2.01
total charge = 0
orbital gap (spin up / spin down) = 8.91 / 9.53 eV

=====

3.
The following is a quantum chemistry calculation of a cluster of 4 separate species, C22H47N4O5 in total at a distorted geometry, from the Open Molecules 2025 dataset.

Each line ends with the Mulliken charge.
Cartesian coordinates (Å):
C 6.641 -1.017 1.290  -0.9144
C 5.487 -1.308 0.388  0.6978
O 5.631 -1.747 -0.707  -0.5404
O 4.263 -1.010 0.893  -0.0551
C 3.411 -0.373 -0.084  -1.0502
C 2.253 0.308 0.607  0.0544
C 2.479 1.761 1.079  -1.3551
N 3.759 2.358 0.635  0.2324
C 4.838 2.283 1.430  0.1551
C 6.055 2.803 1.015  -0.7270
C 6.137 3.387 -0.237  -0.2584
C 5.011 3.468 -1.039  -0.7488
C 3.818 2.935 -0.579  0.1101
H 6.384 -1.208 2.329  0.2630
H 7.473 -1.645 1.002  0.3620
H 6.952 0.014 1.147  0.1527
H 4.002 0.267 -0.736  0.4146
H 3.000 -1.144 -0.730  0.4845
H 1.439 0.340 -0.115  0.0921
H 1.913 -0.276 1.456  0.3638
H 2.478 1.803 2.162  0.3098
H 1.683 2.425 0.762  0.6825
H 4.708 1.800 2.384  0.3495
H 6.887 2.725 1.694  0.5013
H 7.075 3.793 -0.583  0.4384
H 5.033 3.922 -2.015  0.4473
H 2.908 2.946 -1.154  0.5039
C 5.174 -4.871 5.112  -1.3568
C 3.681 -5.149 5.270  0.3558
C 2.833 -4.682 4.078  -0.6837
O 2.613 -3.282 4.013  -0.4473
C 3.675 -2.529 3.466  -0.5671
N 3.225 -4.573 6.538  -0.7187
H 5.419 -3.827 5.311  0.2584
H 5.742 -5.470 5.822  0.3526
H 5.521 -5.122 4.108  0.3383
H 3.558 -6.233 5.334  0.4240
H 1.838 -5.123 4.179  0.3491
H 3.248 -5.045 3.129  0.3691
H 4.187 -3.071 2.666  0.3243
H 4.393 -2.243 4.241  0.2400
H 3.251 -1.618 3.053  0.1677
H 2.265 -4.858 6.712  0.2741
H 3.167 -3.565 6.418  0.3037
C -2.181 0.706 0.578  -1.4752
C -1.825 2.075 0.007  0.5451
C -3.037 2.912 -0.422  -0.9017
O -3.626 2.511 -1.637  -0.3819
C -4.516 1.405 -1.553  0.0395
N -0.870 1.898 -1.098  -0.5515
H -2.439 -0.009 -0.203  0.3313
H -1.331 0.289 1.121  0.2556
H -3.019 0.771 1.272  0.3780
H -1.320 2.636 0.802  0.3618
H -2.694 3.937 -0.592  0.3410
H -3.789 2.957 0.377  0.4631
H -5.078 1.408 -0.615  0.2784
H -3.976 0.462 -1.663  0.1881
H -5.220 1.482 -2.379  -0.2920
H -0.552 2.815 -1.402  0.2611
H -1.392 1.546 -1.897  0.2727
C -8.826 0.333 -6.296  -1.4047
C -8.889 -0.161 -4.854  0.3835
C -8.695 0.944 -3.807  -0.7908
O -7.357 1.384 -3.642  -0.3270
C -6.908 2.313 -4.614  -0.7239
N -7.931 -1.258 -4.686  -0.7193
H -7.802 0.504 -6.626  0.2829
H -9.255 -0.413 -6.965  0.3475
H -9.387 1.260 -6.424  0.3478
H -9.891 -0.569 -4.694  0.4053
H -8.983 0.539 -2.833  0.3326
H -9.354 1.800 -4.003  0.3970
H -7.711 2.984 -4.931  0.3444
H -6.485 1.806 -5.484  0.2366
H -6.115 2.908 -4.159  0.2593
H -8.053 -1.674 -3.767  0.2645
H -6.999 -0.852 -4.655  0.3019

Computed properties:
LUMO level = -4.359 eV
DFT total energy = -39766.25599 eV
M = 447.641 g mol⁻¹
max |F| = 1.4 eV/A
E_HOMO = -10.4826 eV
total charge = +1
orbital gap = 6.12 eV

=====

4.
The following is a quantum chemistry calculation of a cluster of 7 separate species, C22H48BFN6O12S in total at a distorted geometry, from the Open Molecules 2025 dataset.

Each line ends with the Mulliken charge.
Cartesian coordinates (Å):
C -0.373 -1.066 2.361  -0.2816
C -1.108 -1.458 3.601  0.6810
O -2.104 -0.919 3.990  -0.5569
O -0.563 -2.572 4.253  -0.2886
C -0.224 -2.404 5.571  0.5013
O -0.080 -3.393 6.257  -0.5691
C 0.037 -1.041 6.164  -0.5453
B 1.568 -0.769 6.361  0.2898
O 2.481 -1.702 6.662  -0.4138
S 2.140 1.055 6.200  1.0518
O 1.434 1.592 5.087  -0.4933
O 3.557 1.181 6.209  -0.6101
F 1.558 1.752 7.489  -0.2259
H -1.089 -1.048 1.547  0.0052
H 0.150 -0.126 2.462  0.0421
H 0.337 -1.850 2.118  0.3248
H -0.365 -1.087 7.175  0.2732
H -0.458 -0.209 5.679  0.5060
H 3.135 -1.812 5.962  0.3357
C 1.873 4.099 2.115  -1.4447
C 2.094 2.649 1.760  0.7492
O 1.293 1.782 2.062  -0.6200
N 3.232 2.333 1.084  -0.1041
C 4.292 3.222 0.646  -0.8718
H 0.931 4.185 2.647  0.2857
H 2.673 4.461 2.761  0.3956
H 1.823 4.711 1.214  0.4093
H 3.318 1.351 0.879  0.2157
H 4.393 3.166 -0.440  0.2417
H 5.237 2.918 1.099  0.3051
H 4.083 4.248 0.926  0.3496
C -2.780 0.631 -2.192  -1.3919
C -2.547 -0.531 -1.266  1.0105
O -1.462 -0.730 -0.728  -0.5484
N -3.582 -1.382 -1.030  -0.1275
C -4.928 -1.322 -1.568  -0.9528
H -1.848 1.202 -2.267  0.1667
H -3.052 0.279 -3.188  0.3796
H -3.570 1.276 -1.799  0.3835
H -3.354 -2.134 -0.399  0.2125
H -5.646 -1.238 -0.750  0.3072
H -5.140 -2.236 -2.126  0.3029
H -5.044 -0.471 -2.228  0.3523
C 1.555 0.991 -2.760  -0.8770
C 0.681 1.957 -3.520  0.8245
O -0.541 1.861 -3.505  -0.7176
N 1.286 2.942 -4.222  -0.1327
C 2.704 3.221 -4.359  -0.9412
H 0.919 0.270 -2.253  0.1019
H 2.216 0.456 -3.443  0.3814
H 2.149 1.520 -2.013  0.1718
H 0.641 3.547 -4.702  0.2216
H 2.904 4.225 -3.991  0.2896
H 2.977 3.171 -5.414  0.2825
H 3.306 2.507 -3.806  0.3850
C -0.920 -5.506 4.090  -1.0373
C -1.039 -6.300 2.812  0.6264
O -0.285 -6.132 1.865  -0.6699
N -2.033 -7.228 2.739  -0.1307
C -3.018 -7.566 3.749  -0.8235
H -0.093 -4.821 3.998  0.1342
H -1.830 -4.935 4.268  0.3849
H -0.728 -6.168 4.935  0.4589
H -2.060 -7.722 1.862  0.2408
H -2.925 -8.621 4.014  0.2861
H -4.022 -7.394 3.356  0.2737
H -2.883 -6.967 4.642  0.3220
C -0.351 6.298 -4.071  -1.2288
C 0.936 6.928 -4.551  0.7607
O 2.022 6.383 -4.415  -0.6231
N 0.852 8.144 -5.148  -0.1843
C -0.335 8.943 -5.397  -0.8339
H -0.126 5.340 -3.613  0.1724
H -0.831 6.932 -3.325  0.4179
H -1.034 6.136 -4.905  0.3635
H 1.743 8.509 -5.444  0.2393
H -0.440 9.119 -6.469  0.2804
H -0.239 9.906 -4.894  0.2823
H -1.226 8.444 -5.034  0.3200
C 0.394 -5.324 -3.994  -1.3309
C -0.278 -3.998 -3.720  0.8270
O -0.484 -3.185 -4.609  -0.6673
N -0.648 -3.739 -2.442  0.0310
C -0.484 -4.582 -1.268  -0.8593
H 0.628 -5.384 -5.052  0.2991
H 1.320 -5.410 -3.425  0.3492
H -0.269 -6.151 -3.736  0.3552
H -1.089 -2.839 -2.320  0.0786
H -1.460 -4.796 -0.830  0.2229
H 0.117 -4.060 -0.524  0.2586
H 0.001 -5.518 -1.518  0.3822

Computed properties:
LUMO level = -0.468 eV
energy relative to the best compared isomer or geometry (same formula, charge and spin) = 0.000 eV
structure (SMILES) = CC(=O)OC(=O)CB(O)S(=O)(=O)F.CNC(C)=O.CNC(C)=O.CNC(C)=O.CNC(C)=O.CNC(C)=O.CNC(C)=O
DFT total energy = -71335.53928 eV
M = 650.533 g mol⁻¹
max |F| = 2.1 eV/A
E_HOMO = -8.8673 eV
total charge = 0
orbital gap = 8.40 eV

=====

5.
The following is a quantum chemistry calculation of a cluster of 3 separate species, C22H48BN3O5 in total, from the Open Molecules 2025 dataset.

Each line ends with the Mulliken charge.
Cartesian coordinates (Å):
C -3.653 3.602 0.064  -1.3984
C -2.185 3.929 -0.256  -0.0521
N -1.632 5.089 0.500  0.4038
C -0.199 4.905 0.790  -1.1413
C 0.079 4.289 2.171  -0.6371
C -0.947 4.552 3.274  1.3688
B -1.286 6.090 3.596  0.3868
C -0.454 6.929 4.614  -0.9547
O -2.353 6.703 2.948  -0.5334
C -2.173 3.625 3.197  0.1293
O -1.868 2.545 4.079  -0.3932
C -0.962 2.979 4.985  0.5099
O -0.770 2.466 6.040  -0.5615
O -0.295 4.038 4.502  -0.5339
C -1.874 6.292 -0.230  0.5735
C -3.290 6.804 -0.186  -1.1917
O -1.012 6.854 -0.852  -0.5860
H -3.764 2.605 0.490  0.3993
H -4.279 3.660 -0.825  0.3285
H -4.043 4.314 0.788  0.2774
H -1.547 3.076 -0.027  -0.2284
H -2.079 4.128 -1.329  0.6773
H 0.218 4.237 0.029  0.3583
H 0.330 5.849 0.691  0.6066
H 1.057 4.631 2.512  0.3657
H 0.153 3.198 2.064  -0.1539
H -0.016 7.788 4.093  0.3302
H -1.149 7.366 5.341  0.3165
H 0.320 6.388 5.151  0.3092
H -3.190 6.643 3.413  0.2756
H -3.093 4.117 3.526  0.2465
H -2.319 3.212 2.205  -0.3934
H -3.265 7.891 -0.207  0.3885
H -3.811 6.468 -1.087  0.3004
H -3.826 6.441 0.685  0.2051
C 0.098 -2.581 -1.117  -1.0970
C 1.076 -1.443 -0.876  -0.4513
N 0.425 -0.209 -0.469  0.1734
C 1.295 0.950 -0.515  -0.0117
C 2.498 1.008 0.430  -1.1099
C -0.438 -0.305 0.700  0.0584
C 0.175 -0.809 2.012  -1.0726
H -0.674 -2.282 -1.827  0.3418
H 0.630 -3.441 -1.527  0.1696
H -0.387 -2.909 -0.197  0.3002
H 1.606 -1.227 -1.808  0.4365
H 1.842 -1.781 -0.160  0.2429
H 0.668 1.832 -0.340  -0.3303
H 1.661 1.046 -1.542  0.4554
H 2.204 1.193 1.463  0.1835
H 3.147 1.832 0.127  0.4287
H 3.102 0.100 0.406  0.3415
H -1.280 -0.951 0.443  0.4481
H -0.872 0.688 0.861  -0.4740
H 0.786 -1.698 1.852  0.3060
H -0.621 -1.077 2.709  0.4050
H 0.794 -0.058 2.500  0.2289
C 0.626 -6.382 -1.263  -1.5696
C 0.946 -6.442 -2.748  -0.4101
N 2.346 -6.717 -3.018  0.1336
C 2.729 -6.481 -4.399  -0.6904
C 2.102 -7.365 -5.484  -0.9827
C 2.882 -7.920 -2.401  -0.7042
C 2.198 -9.255 -2.721  -0.9498
H 1.284 -5.675 -0.756  0.3414
H -0.405 -6.054 -1.121  0.4112
H 0.728 -7.353 -0.777  0.4183
H 0.724 -5.468 -3.196  0.5153
H 0.263 -7.161 -3.228  0.2500
H 3.818 -6.558 -4.459  0.3671
H 2.487 -5.437 -4.622  0.3801
H 2.513 -8.374 -5.480  0.2200
H 2.303 -6.935 -6.467  0.3998
H 1.020 -7.437 -5.372  0.2808
H 2.865 -7.779 -1.318  0.3688
H 3.940 -7.977 -2.671  0.3602
H 1.112 -9.176 -2.652  0.2544
H 2.517 -10.013 -2.003  0.3676
H 2.445 -9.622 -3.716  0.2670

Computed properties:
LUMO level = 0.178 eV
structure (SMILES) = CCN(CC[C@@]1(B(C)O)COC(=O)O1)C(C)=O.CCN(CC)CC.CCN(CC)CC
DFT total energy = -38977.30848 eV
M = 445.454 g mol⁻¹
max |F| = 0.7 eV/A
E_HOMO = -8.1582 eV
total charge = 0
orbital gap = 8.34 eV